No. 1
The following is a quantum chemistry calculation of a structure of composition C26H55AlBr2Cl2F5N5O3 at a distorted geometry, from OMol25.

Structure (XYZ):
```
99
Properties=species:S:1:pos:R:3:forces:R:3
C -1.314 -1.695 2.213 -0.44 -0.05 0.34
C -0.637 -0.378 1.854 -0.43 -0.09 0.05
C 0.115 -0.472 0.527 -0.28 0.69 0.96
C 1.106 0.686 0.395 -0.38 -0.19 -0.64
C 2.116 0.469 -0.761 -0.24 -0.19 1.37
O 1.595 -0.588 -1.523 0.71 0.75 -0.44
C 2.438 -1.114 -2.545 -0.30 -0.82 -1.33
C 1.928 -2.543 -2.744 -0.84 0.23 0.62
C 2.286 -0.320 -3.880 1.23 0.15 0.46
Cl 2.973 -1.356 -5.188 -0.12 0.14 -0.28
C 2.996 1.058 -3.913 -0.70 0.36 -0.82
C 4.351 1.213 -4.586 0.04 -0.01 0.48
C 3.899 -1.253 -2.151 -0.08 -0.53 0.46
N 4.437 -0.149 -1.319 -0.49 -0.38 0.82
C 3.521 0.187 -0.158 -0.64 0.68 -0.76
C 3.472 -0.973 0.820 0.11 0.07 0.59
O 4.735 -1.659 0.773 -0.02 -0.14 0.14
C 5.063 -2.340 1.895 0.31 -0.33 -0.27
F 6.062 -3.174 1.590 -0.29 0.25 0.12
F 5.524 -1.497 2.854 -0.20 -0.16 -0.01
F 4.053 -3.033 2.410 0.29 0.30 0.02
N 3.923 1.415 0.472 0.23 -0.46 0.14
C 5.217 1.404 1.158 0.23 1.04 -0.37
C 5.519 2.809 1.704 -0.08 -0.48 0.03
C 6.311 2.703 3.006 -0.54 -0.11 -0.26
H -1.508 -2.316 1.341 0.25 -0.19 -0.04
H -0.755 -2.334 2.937 -0.76 0.13 -0.97
H -2.274 -1.538 2.702 -0.09 0.06 0.18
H 0.024 -0.045 2.648 0.15 -0.02 0.14
H -1.437 0.373 1.830 0.08 0.29 -0.23
H 0.573 -1.458 0.492 0.13 -0.06 -0.31
H -0.623 -0.374 -0.266 0.00 -0.44 -0.35
H 1.595 0.887 1.341 0.26 -0.03 0.04
H 0.540 1.589 0.158 -0.07 0.17 0.12
H 2.172 1.406 -1.316 0.16 0.00 -0.21
H 1.521 -2.888 -1.770 0.49 0.17 -0.75
H 2.716 -3.217 -3.046 0.02 -0.16 -0.21
H 1.101 -2.562 -3.451 0.06 -0.04 -0.30
H 1.248 -0.202 -4.161 -0.28 -0.13 0.31
H 2.286 1.713 -4.423 -0.02 0.28 0.11
H 3.122 1.476 -2.921 -0.34 -0.12 0.22
H 4.723 2.198 -4.298 0.12 0.10 0.03
H 5.085 0.505 -4.143 -0.53 0.47 -1.03
H 4.309 1.230 -5.669 -0.04 -0.46 -0.14
H 4.556 -1.392 -3.000 0.05 0.24 -0.21
H 3.988 -2.159 -1.556 0.00 0.02 0.28
H 4.662 0.683 -1.869 0.32 -0.11 -0.22
H 5.337 -0.470 -0.952 0.24 0.13 -0.29
H 3.332 -0.554 1.814 0.00 0.10 0.11
H 2.660 -1.681 0.649 0.10 -0.19 -0.38
H 3.876 2.182 -0.188 0.06 0.08 -0.03
H 5.215 0.710 1.987 -0.18 -0.29 -0.01
H 6.033 1.166 0.469 0.14 -0.42 0.08
H 6.069 3.376 0.957 0.02 0.13 -0.11
H 4.555 3.291 1.861 0.00 0.27 0.14
H 6.852 3.613 3.232 0.17 0.06 0.12
H 5.612 2.484 3.810 0.02 0.05 0.25
H 6.979 1.847 2.952 0.39 0.11 0.01
Cl 6.737 0.141 -3.035 0.94 -0.17 0.78
C -3.218 -4.732 0.865 0.26 -0.20 0.20
O -2.511 -3.984 0.210 -0.48 0.30 -0.29
N -2.718 -5.441 1.915 -0.03 0.06 0.05
N -4.552 -4.922 0.604 0.06 0.04 0.02
H -3.264 -6.067 2.475 -0.02 -0.01 -0.01
H -1.739 -5.329 2.117 0.06 -0.02 -0.09
H -4.946 -4.421 -0.166 -0.01 -0.02 -0.04
H -5.138 -5.534 1.137 0.01 0.00 0.03
C -5.500 -0.447 -1.310 0.52 0.02 0.04
C -4.368 0.167 -0.444 -0.67 0.04 -0.03
C -4.890 1.028 0.702 -0.01 -0.16 0.14
N -5.016 2.513 0.559 0.39 0.54 -0.09
C -3.689 3.178 0.682 -0.07 -0.07 -0.03
C -5.725 2.961 -0.678 -0.39 -0.16 0.14
C -7.183 2.633 -0.400 -0.05 -0.10 -0.05
C -7.353 3.037 1.070 -0.19 -0.01 0.05
C -5.951 2.968 1.680 -0.09 0.10 0.24
H -6.013 0.275 -1.979 -0.39 -0.08 0.29
H -5.106 -1.261 -1.942 -0.17 -0.11 0.08
H -6.266 -0.869 -0.654 0.01 0.05 0.07
H -3.591 0.697 -1.060 0.25 -0.09 0.82
H -3.843 -0.679 0.002 0.21 0.07 -0.06
H -4.226 0.901 1.554 -0.14 -0.12 0.13
H -5.890 0.674 1.009 -0.20 -0.71 0.70
H -3.037 2.838 -0.121 0.05 -0.02 0.04
H -3.260 2.921 1.647 0.06 -0.03 -0.02
H -3.825 4.254 0.613 0.02 0.02 -0.01
H -5.570 4.035 -0.766 0.02 0.01 -0.05
H -5.295 2.483 -1.561 0.08 0.03 0.01
H -7.371 1.565 -0.514 0.00 -0.01 0.04
H -7.861 3.159 -1.068 0.06 0.07 -0.03
H -8.048 2.378 1.587 0.16 -0.17 0.02
H -7.740 4.051 1.153 0.05 0.04 -0.07
H -5.878 2.256 2.502 -0.01 -0.12 -0.10
H -5.607 3.947 2.007 0.09 0.00 -0.04
Br 0.771 -2.348 4.039 0.58 -0.16 0.17
Al -4.169 0.665 -2.885 0.38 -0.01 -1.22
Br 1.692 -3.880 0.201 -0.17 -0.43 0.81
F 2.237 -2.588 4.978 0.47 -0.01 0.48
F -6.911 -0.165 2.218 0.37 0.70 -0.90
```
Positions in Å, forces in eV/Å.

Summary:
charge	0
molecular weight	838.44	g/mol
largest force on an atom	0.031	Eh/bohr
E	-8333.12304	a.u.

Results of the Mulliken charge analysis, in e, for atoms 1 through 6: atom 1 (C): -0.928, atom 2 (C): -0.580, atom 3 (C): 1.492, atom 4 (C): -2.473, atom 5 (C): -0.347, atom 6 (O): -0.089


No. 2
The following is a quantum chemistry calculation of a cluster of 2 separate species, C2H4FNO in total at a distorted geometry, from OMol25.

Structure (XYZ):
```
9
Properties=species:S:1:pos:R:3:forces:R:3
C -0.765 -2.787 1.222 2.21 -1.79 -3.44
C 0.540 1.300 -0.698 -2.31 -0.38 2.54
N 0.332 -0.206 -0.561 8.24 3.09 -0.49
O -1.347 -2.436 2.078 -2.39 1.40 3.55
F 0.189 -0.529 0.752 0.78 0.22 2.90
H -0.512 -0.412 -0.762 -7.37 -1.17 -3.23
H 1.500 1.788 -0.461 0.03 -1.27 -0.20
H 0.239 1.581 -1.710 -0.17 -0.06 0.22
H -0.178 1.701 0.139 0.98 -0.04 -1.84
```
Positions in Å, forces in eV/Å.

Summary:
charge	0
ΔE to the lowest compared entry with this formula, charge and spin	3.9811	eV
molecular weight	77.06	g/mol
largest force on an atom	0.171	Eh/bohr
E	-308.33660	a.u.

Results of the Mulliken charge analysis, in e, for atoms 1 through 6: atom 1 (C): 0.078, atom 2 (C): -0.641, atom 3 (N): -0.218, atom 4 (O): -0.091, atom 5 (F): -0.161, atom 6 (H): 0.250


No. 3
The following is a quantum chemistry calculation of a cluster of 7 separate species, C19H39Br12IO5P2S2 in total at a distorted geometry, from OMol25.

Structure (XYZ):
```
80
Properties=species:S:1:pos:R:3:forces:R:3
C -0.925 1.778 3.305 -0.11 -0.10 0.32
C -0.163 0.629 2.647 -0.11 -0.31 0.21
C -1.052 -0.598 2.268 0.09 -0.04 0.35
O -1.156 -0.849 0.866 -0.63 -0.25 -0.21
C -2.369 -0.807 0.233 -0.02 -0.80 -0.91
O -2.623 -1.615 -0.645 0.63 1.35 1.31
C -3.315 0.313 0.637 -0.19 -0.04 0.42
S -4.371 0.814 -0.748 0.12 -0.29 0.03
P -5.052 2.713 0.150 0.04 0.14 -0.49
P -5.726 4.760 0.914 -0.06 0.08 0.15
O -5.270 4.494 2.487 0.29 0.12 -0.04
I -8.099 4.172 0.987 -0.13 -0.01 0.00
O 0.647 1.037 1.541 0.06 0.55 -0.01
C 0.228 2.097 0.781 -0.70 -0.17 -0.89
O -0.648 2.006 -0.056 0.85 0.09 1.14
C 1.024 3.373 0.994 -0.51 0.24 -0.03
S 2.418 3.317 -0.176 0.11 -0.02 0.04
H -1.439 1.374 4.195 0.15 0.17 -0.34
H -0.239 2.565 3.663 -0.29 -0.29 -0.30
H -1.697 2.219 2.657 0.26 -0.07 0.10
H 0.558 0.252 3.395 -0.16 0.20 -0.36
H -0.568 -1.494 2.686 -0.30 0.30 -0.19
H -2.037 -0.504 2.751 0.22 -0.01 -0.25
H -3.941 -0.043 1.479 0.22 0.07 -0.30
H -2.748 1.184 0.992 0.03 -0.28 -0.11
H -5.771 2.947 -1.042 -0.06 -0.11 0.02
H -3.724 3.200 0.208 0.07 -0.15 0.18
H -5.621 2.052 1.265 0.07 0.16 0.05
H -4.934 5.314 2.872 -0.17 -0.11 0.07
H 1.391 3.448 2.024 -0.12 -0.10 -0.34
H 0.363 4.223 0.750 0.30 -0.40 0.11
H 3.102 4.320 0.390 0.02 0.00 0.01
Br 4.188 -3.076 3.740 -0.05 0.03 0.04
C 3.059 -4.327 2.771 0.12 0.01 0.00
C 1.718 -3.729 2.442 -0.10 0.01 0.01
Br 0.566 -3.623 4.009 0.07 -0.01 0.03
H 2.978 -5.214 3.390 -0.01 -0.01 -0.02
H 3.599 -4.568 1.858 -0.01 0.02 -0.01
H 1.186 -4.351 1.726 0.02 -0.02 0.02
H 1.806 -2.719 2.052 0.00 -0.01 -0.03
Br -2.365 2.572 -3.874 0.01 0.07 -0.03
C -1.429 0.935 -3.415 -0.01 0.04 0.01
C 0.063 1.087 -3.496 0.06 -0.02 -0.08
Br 0.687 1.116 -5.339 0.02 0.02 0.00
H -1.805 0.177 -4.096 0.07 0.05 0.02
H -1.730 0.704 -2.398 -0.05 0.00 0.11
H 0.549 0.231 -3.032 -0.01 -0.01 0.00
H 0.413 2.003 -3.033 0.01 0.02 0.05
Br -1.567 -2.672 -5.514 -0.03 0.10 0.02
C -2.616 -2.612 -3.877 0.07 -0.02 0.01
C -4.073 -2.351 -4.151 -0.05 0.05 0.02
Br -4.393 -0.499 -4.653 -0.13 -0.09 -0.08
H -2.178 -1.840 -3.251 -0.06 -0.11 0.07
H -2.487 -3.579 -3.396 -0.03 0.01 0.00
H -4.661 -2.521 -3.252 0.04 0.03 0.03
H -4.453 -2.962 -4.964 0.00 -0.03 0.01
Br 0.233 -1.705 -8.567 0.10 -0.04 -0.06
C -0.698 -0.633 -9.890 0.01 0.01 0.12
C -2.185 -0.626 -9.647 -0.07 -0.02 -0.05
Br -3.015 -2.306 -10.164 0.02 0.01 0.04
H -0.438 -1.036 -10.864 -0.03 0.01 -0.01
H -0.298 0.374 -9.791 -0.02 0.00 0.02
H -2.665 0.141 -10.250 0.02 0.00 -0.01
H -2.424 -0.473 -8.598 0.01 0.02 0.00
Br 0.978 4.600 5.169 0.04 -0.02 0.00
C 1.866 3.014 5.867 -0.06 0.06 0.03
C 3.299 2.925 5.412 -0.01 -0.04 -0.07
Br 3.410 2.409 3.542 0.08 -0.03 0.05
H 1.285 2.160 5.531 0.00 -0.02 0.04
H 1.803 3.093 6.950 0.04 0.02 0.00
H 3.826 2.155 5.972 -0.02 -0.01 -0.01
H 3.821 3.871 5.510 0.00 0.00 0.03
Br 10.332 -5.083 4.682 -0.02 -0.01 -0.04
C 9.195 -4.143 3.416 0.07 -0.01 0.07
C 7.735 -4.264 3.765 -0.04 -0.04 -0.05
Br 7.030 -6.027 3.349 -0.01 0.01 0.02
H 9.416 -4.554 2.436 -0.01 0.02 -0.01
H 9.504 -3.102 3.456 -0.02 0.00 0.01
H 7.144 -3.566 3.178 0.01 0.00 -0.01
H 7.550 -4.099 4.821 0.00 0.02 0.00
```
Positions in Å, forces in eV/Å.

Summary:
SMILES	C[C@@H](COC(=O)CS[PH3]P(O)I)OC(=O)CS.BrCCBr.BrCCBr.BrCCBr.BrCCBr.BrCCBr.BrCCBr
charge	0
molecular weight	1559.35	g/mol
largest force on an atom	0.039	Eh/bohr
E	-33788.48482	a.u.

Results of the Mulliken charge analysis, in e, for atoms 1 through 6: atom 1 (C): -1.082, atom 2 (C): 0.701, atom 3 (C): -0.029, atom 4 (O): -0.227, atom 5 (C): 0.218, atom 6 (O): -0.608